(1)
C5H6Cl2O3S2 | the ωB97M-V functional and the def2-TZVPD basis

Calculated values
Kohn-Sham gap (spin up / spin down): 7.14 / 6.93 eV
Max |F|: 0.07465 hartree/bohr
Energy relative to the best compared isomer or geometry (same formula, charge and spin): 27.87 kcal per mole
Spin multiplicity: 1
HOMO (spin up / spin down): -7.93 / -7.81 eV

Positions of all 18 atoms, in Å:
1 C -0.418 -1.366 -1.647
2 C 0.546 -0.331 -1.236
3 C -0.678 0.369 0.696
4 C 1.259 1.969 -1.526
5 C -0.745 -1.275 2.517
6 O -0.300 -2.566 -1.699
7 O 0.531 0.781 -1.973
8 O -1.262 -0.705 1.286
9 S -2.097 -0.582 -1.677
10 S -1.803 1.133 -0.465
11 Cl 2.115 -0.843 -0.578
12 Cl 0.385 1.317 1.562
13 H 1.671 2.392 -2.414
14 H 2.019 1.693 -0.656
15 H 0.665 2.724 -0.988
16 H -1.573 -1.915 3.022
17 H -0.394 -0.718 3.403
18 H 0.078 -2.077 2.373

(2)
CH2BN | the ωB97M-V functional and the def2-TZVPD basis

Calculated values
Kohn-Sham gap: 11.07 eV
Max |F|: 0.08247 hartree/bohr
Energy relative to the best compared isomer or geometry (same formula, charge and spin): 4.26 kcal per mole
Spin multiplicity: 1
HOMO: -12.24 eV

Positions of all 5 atoms, in Å:
1 B -0.628 0.031 -0.051
2 C 0.940 -0.019 0.153
3 N 2.048 0.021 -0.064
4 H -1.039 -0.973 -0.114
5 H -1.322 0.940 0.076

(3)
C35H28ClMgN4O4P | the ωB97M-V functional and the def2-TZVPD basis

Calculated values
Kohn-Sham gap: 7.05 eV
Max |F|: 0.01968 hartree/bohr
Spin multiplicity: 1
HOMO: -7.19 eV

Positions of all 74 atoms, in Å:
1 Mg 0.735 0.004 -1.999
2 O 4.225 1.147 -1.216
3 C 3.259 1.224 -1.952
4 O 2.546 0.224 -2.372
5 C 2.755 2.595 -2.445
6 P 0.932 2.626 -2.210
7 C 0.379 4.153 -3.042
8 C -0.635 4.082 -3.991
9 C -1.079 5.233 -4.630
10 C -0.508 6.457 -4.324
11 C 0.502 6.536 -3.371
12 C 0.940 5.391 -2.729
13 C 0.734 3.117 -0.458
14 C -0.512 3.599 -0.053
15 C -0.760 3.884 1.279
16 C 0.237 3.689 2.227
17 C 1.478 3.214 1.833
18 C 1.729 2.923 0.497
19 H 2.924 2.632 -3.524
20 H 3.285 3.415 -1.965
21 H -1.079 3.122 -4.225
22 H -1.873 5.174 -5.363
23 H -0.849 7.355 -4.823
24 H 0.943 7.494 -3.126
25 H 1.713 5.456 -1.972
26 H -1.295 3.752 -0.788
27 H -1.729 4.261 1.580
28 H 0.048 3.907 3.270
29 H 2.261 3.067 2.567
30 H 2.705 2.548 0.210
31 C 0.886 -6.361 3.146
32 O -0.165 -5.865 2.340
33 C -0.827 -4.762 2.782
34 C -1.778 -4.230 1.910
35 C -2.472 -3.091 2.249
36 C -2.248 -2.463 3.479
37 C -1.360 -3.042 4.371
38 C -0.629 -4.171 4.023
39 N -2.995 -1.327 3.920
40 N -3.255 -0.369 3.170
41 C -2.620 -0.175 1.917
42 C -3.447 0.162 0.865
43 C -2.995 0.264 -0.452
44 C -1.653 0.078 -0.767
45 O -1.176 0.107 -1.974
46 C -0.758 -0.146 0.351
47 N 0.562 -0.244 0.036
48 C 1.457 -0.405 0.984
49 C 1.097 -0.421 2.338
50 C -0.224 -0.322 2.679
51 C -1.219 -0.247 1.679
52 H 1.354 -7.159 2.576
53 H 0.512 -6.767 4.089
54 H 1.627 -5.585 3.355
55 H -1.945 -4.725 0.961
56 H -3.207 -2.684 1.567
57 H -1.227 -2.585 5.344
58 H 0.081 -4.579 4.728
59 H -4.502 0.284 1.081
60 H -3.686 0.478 -1.257
61 H 2.491 -0.487 0.666
62 H 1.863 -0.484 3.098
63 H -0.505 -0.276 3.722
64 Cl -1.803 -5.034 -1.884
65 C -0.303 -4.182 -1.974
66 C 0.898 -4.836 -1.758
67 C 2.066 -4.096 -1.829
68 C 1.991 -2.740 -2.100
69 N 0.826 -2.118 -2.304
70 C -0.304 -2.826 -2.249
71 H 0.911 -5.894 -1.536
72 H 3.026 -4.564 -1.665
73 H 2.871 -2.112 -2.151
74 H -1.227 -2.283 -2.409

(4)
H12O5S2 | the ωB97M-V functional and the def2-TZVPD basis

Calculated values
Kohn-Sham gap: 8.80 eV
Max |F|: 0.03043 hartree/bohr
Energy relative to the best compared isomer or geometry (same formula, charge and spin): 11.19 kcal per mole
Spin multiplicity: 1
HOMO: -8.77 eV

Positions of all 19 atoms, in Å:
1 S 3.666 0.135 0.474
2 S 3.868 -1.502 -0.784
3 H 2.708 0.813 -0.181
4 H 2.863 -1.198 -1.614
5 O -1.040 1.883 0.149
6 H -1.004 2.849 0.213
7 H -1.135 1.468 1.038
8 O -4.063 -0.113 -1.706
9 H -3.906 -0.904 -1.226
10 H -3.233 0.321 -1.564
11 O -0.936 0.212 2.429
12 H -0.621 -0.599 1.998
13 H -0.142 0.620 2.740
14 O 0.483 0.042 -1.478
15 H 0.049 -0.171 -2.317
16 H -0.194 0.629 -1.022
17 O 0.585 -1.665 1.186
18 H 0.617 -1.516 0.244
19 H 1.433 -1.304 1.422

(5)
C24H26HfN4S2Si | the ωB97M-V functional and the def2-TZVPD basis

Calculated values
Kohn-Sham gap (spin up / spin down): 5.60 / 5.62 eV
Max |F|: 0.10014 hartree/bohr
Energy relative to the best compared isomer or geometry (same formula, charge and spin): 64.22 kcal per mole
Net charge: +2
Spin multiplicity: 1
HOMO (spin up / spin down): -11.43 / -11.54 eV

Positions of all 58 atoms, in Å:
1 C 1.119 1.805 1.545
2 C 0.186 2.176 0.524
3 C -1.125 2.149 1.085
4 H 0.446 2.512 -0.474
5 C -1.004 1.794 2.467
6 C 0.382 1.603 2.755
7 H 0.815 1.451 3.745
8 H 2.201 1.820 1.456
9 H -2.040 2.457 0.580
10 H -1.813 1.825 3.200
11 Hf -0.262 -0.043 1.194
12 C -1.014 -2.187 -2.626
13 H -1.857 -1.881 -1.972
14 H -1.510 -2.357 -3.593
15 H -0.225 -1.478 -3.081
16 Si -0.173 -0.645 -1.592
17 C 1.641 -0.603 -2.014
18 C 2.343 0.609 -1.962
19 H 1.850 1.499 -1.562
20 C 3.656 0.682 -2.430
21 H 4.187 1.635 -2.387
22 C 4.282 -0.455 -2.956
23 H 5.299 -0.394 -3.347
24 C 3.610 -1.685 -2.944
25 H 4.106 -2.587 -3.314
26 C 2.311 -1.765 -2.437
27 H 1.797 -2.729 -2.368
28 C -1.199 0.782 -2.223
29 C -0.759 1.463 -3.371
30 H 0.232 1.253 -3.780
31 C -1.614 2.354 -4.029
32 H -1.278 2.839 -4.946
33 C -2.892 2.616 -3.524
34 H -3.541 3.349 -4.011
35 C -3.341 1.926 -2.393
36 H -4.353 2.095 -2.018
37 C -2.503 1.008 -1.752
38 H -2.885 0.415 -0.912
39 H -0.428 -1.349 -0.201
40 H -0.553 -3.107 -2.263
41 N -3.737 -0.035 2.239
42 C -2.896 -0.800 2.955
43 N -1.582 -0.965 2.688
44 C -0.937 -1.729 3.701
45 C -1.807 -2.130 4.691
46 S -3.432 -1.578 4.434
47 C 0.489 -1.767 3.647
48 C 1.414 -2.131 4.601
49 S 3.030 -1.646 4.188
50 C 2.427 -1.035 2.670
51 N 1.091 -1.129 2.528
52 N 3.220 -0.366 1.799
53 H -4.704 0.019 2.541
54 H -3.457 0.400 1.364
55 H -1.489 -2.735 5.531
56 H 1.140 -2.641 5.519
57 H 4.209 -0.325 2.011
58 H 2.925 -0.254 0.829

(6)
C5H6O2 | the ωB97M-V functional and the def2-TZVPD basis

Calculated values
Kohn-Sham gap (spin up / spin down): 7.02 / 7.02 eV
Max |F|: 0.01079 hartree/bohr
Energy relative to the best compared isomer or geometry (same formula, charge and spin): 149.72 kcal per mole
Spin multiplicity: 1
HOMO (spin up / spin down): -7.52 / -7.52 eV

Positions of all 13 atoms, in Å:
1 O -1.552 -0.251 0.925
2 C -1.088 -0.700 -0.316
3 C -0.031 0.216 -0.984
4 C 0.085 1.549 -0.567
5 O 0.782 1.537 0.530
6 C 1.175 0.113 0.438
7 C 1.832 -0.687 1.106
8 H -0.845 -0.401 1.569
9 H -0.636 -1.701 -0.250
10 H -1.964 -0.749 -0.970
11 H 0.020 0.015 -2.058
12 H -0.198 2.517 -0.972
13 H 2.421 -1.459 1.548

(7)
C3H10OS | the ωB97M-V functional and the def2-TZVPD basis

Calculated values
Kohn-Sham gap: 8.99 eV
Max |F|: 0.11986 hartree/bohr
Energy relative to the best compared isomer or geometry (same formula, charge and spin): 51.89 kcal per mole
Spin multiplicity: 1
HOMO: -8.22 eV

Positions of all 15 atoms, in Å:
1 C -1.356 0.145 -0.505
2 S -1.328 -0.616 1.206
3 C 0.273 -0.304 2.024
4 H -0.374 0.643 -0.694
5 H -1.626 -0.701 -1.189
6 H -2.248 0.669 -0.586
7 H 0.560 -1.192 2.545
8 H 0.279 0.428 2.807
9 H 1.170 0.213 1.378
10 C 1.945 0.032 -1.948
11 O 1.421 1.197 -1.591
12 H 2.587 0.364 -2.687
13 H 2.392 -0.360 -1.048
14 H 1.083 -0.694 -2.259
15 H 0.885 1.668 -2.265

| no. | molecular weight (g mol⁻¹) |
| --- | --- |
| 1 | 249.140 |
| 2 | 38.846 |
| 3 | 659.365 |
| 4 | 156.225 |
| 5 | 641.210 |
| 6 | 98.101 |
| 7 | 94.179 |